1.
Below is a molecular structure, C10H40F2N21O14S2Sn at a distorted geometry, with properties calculated with ωB97M-V/def2-TZVPD.

Cartesian coordinates (Å):
Sn (14.27231, 3.01444, 3.71047)
N (11.28797, 2.55851, 3.52422)
S (10.91218, 2.05028, 2.14511)
O (10.33792, 2.92969, 1.16844)
O (10.65222, 0.65787, 1.85295)
F (12.38020, 2.28306, 1.61201)
S (9.57073, 2.77226, 3.94348)
O (8.64421, 1.65526, 3.64653)
O (9.11633, 4.13734, 3.87305)
F (9.77364, 2.66450, 5.54404)
C (9.05646, -0.26677, 7.33011)
O (9.91450, -0.18419, 6.42821)
N (7.85484, 0.02545, 7.17962)
N (9.14795, -0.74642, 8.58140)
H (7.41934, 0.13046, 8.08483)
H (7.49378, 0.23767, 6.26054)
H (9.99688, -1.23636, 8.82509)
H (8.40015, -0.58279, 9.24029)
C (7.02254, 0.62390, -0.73255)
O (7.27019, 0.03600, -1.80230)
N (5.93480, 1.23501, -0.38653)
N (8.00336, 0.75215, 0.10320)
H (5.22913, 1.26380, -1.10853)
H (5.91548, 1.86965, 0.39894)
H (7.83396, 1.08296, 1.04233)
H (8.90008, 0.56166, -0.32072)
C (9.76040, 6.83638, 0.14105)
O (10.69130, 6.95001, -0.64109)
N (9.43676, 5.70359, 0.65201)
N (8.90065, 7.80458, 0.37255)
H (8.59626, 5.55643, 1.19238)
H (9.86682, 4.84027, 0.35226)
H (8.10539, 7.54841, 0.94003)
H (8.93282, 8.73444, -0.02040)
C (6.21744, 3.44268, 5.99803)
O (5.80379, 3.95926, 4.98058)
N (7.28058, 3.83582, 6.62857)
N (5.78753, 2.39807, 6.66077)
H (7.79983, 4.64254, 6.31280)
H (7.60815, 3.14267, 7.28609)
H (6.11393, 2.19211, 7.59412)
H (4.91454, 1.95257, 6.41680)
C (8.09384, 7.03028, 5.34943)
O (7.71087, 7.90799, 6.01011)
N (9.12429, 6.40517, 5.57779)
N (7.51099, 6.47639, 4.37113)
H (9.53588, 5.61162, 5.10770)
H (9.29239, 6.69263, 6.53131)
H (6.59338, 6.85892, 4.19290)
H (7.93955, 5.66829, 3.94286)
C (12.69353, 1.62608, 8.14872)
O (13.40531, 2.04450, 9.06526)
N (12.40842, 2.34083, 7.14038)
N (12.28238, 0.43296, 8.01666)
H (11.96016, 1.89929, 6.35031)
H (12.70995, 3.30009, 7.04560)
H (12.70359, -0.21968, 8.66221)
H (11.77568, 0.17427, 7.18214)
C (13.60882, 4.67818, -0.25721)
O (13.21632, 4.60010, 0.86609)
N (14.74171, 5.17504, -0.68430)
N (12.98249, 4.10793, -1.20237)
H (15.19237, 5.12597, -1.58684)
H (15.32414, 5.62779, 0.00554)
H (13.31788, 4.38206, -2.11477)
H (12.09069, 3.66435, -1.03492)
C (8.49203, -2.42471, 3.99231)
O (8.85849, -3.50735, 4.31731)
N (7.19751, -2.25073, 3.68644)
N (9.15406, -1.28246, 3.85667)
H (6.57319, -3.02443, 3.86450)
H (6.97332, -1.41800, 3.16071)
H (9.86072, -1.09367, 4.55315)
H (8.67751, -0.48509, 3.46016)
C (11.51973, -1.14626, -0.38195)
O (10.34566, -0.79040, -0.54222)
N (12.50665, -0.85690, -1.15325)
N (11.88261, -1.70276, 0.71449)
H (13.46312, -0.93451, -0.83823)
H (12.36805, -0.26258, -1.95804)
H (12.86549, -1.67461, 0.94529)
H (11.15629, -1.38806, 1.34180)
C (12.47785, 7.16109, 3.11601)
O (12.57979, 7.97089, 4.02281)
N (12.91582, 7.31886, 1.90905)
N (11.97696, 5.94966, 3.29345)
H (12.77155, 6.53785, 1.28509)
H (13.28414, 8.22893, 1.67194)
H (11.99367, 5.20379, 2.61264)
H (11.73864, 5.77263, 4.25883)

The calculation puts the calculated total energy at -103911.6283 eV. Its HOMO energy (spin up / spin down) is -0.31506 / -0.31506 Ha. The value obtained for the maximum force is 11.36 eV Å⁻¹. The total charge is 0. Its multiplicity is 2.



2.
Below is 10 unconnected molecules or ions with the total composition C10H40N20O10 at a distorted geometry, with properties calculated with ωB97M-V/def2-TZVPD.

Cartesian coordinates (Å):
N (-4.23960, 0.38730, 1.32509)
C (-5.55133, 0.42157, 1.71009)
N (-6.19412, 1.56735, 1.28908)
O (-6.15731, -0.52318, 2.19276)
H (-3.77283, 1.08867, 0.75443)
H (-3.69135, -0.37623, 1.68677)
H (-7.17799, 1.66335, 1.44586)
H (-5.61801, 2.34168, 1.01860)
N (2.68027, -5.59389, 0.43804)
C (3.09941, -4.37946, -0.07955)
N (2.32748, -3.33690, 0.37003)
O (4.09838, -4.19029, -0.74973)
H (1.88330, -5.53279, 1.04764)
H (3.23552, -6.41348, 0.29778)
H (1.39642, -3.41775, 0.74281)
H (2.61178, -2.46542, -0.03777)
N (3.87797, -0.91972, -3.59854)
C (3.66613, -0.82158, -2.24400)
N (2.35014, -0.91147, -1.87347)
O (4.59109, -0.95329, -1.45486)
H (4.83440, -0.99077, -3.89312)
H (3.12444, -0.84732, -4.25228)
H (2.31251, -0.95044, -0.86839)
H (1.59374, -0.69366, -2.48849)
N (0.19501, 4.42097, -2.84506)
C (-0.08956, 3.20796, -2.29005)
N (-0.04134, 2.13292, -3.13087)
O (-0.34334, 3.07911, -1.09550)
H (0.39687, 4.43609, -3.82509)
H (0.30271, 5.18038, -2.20010)
H (0.32287, 2.18157, -4.06196)
H (-0.33003, 1.25842, -2.71280)
N (1.28538, -4.54762, 3.88999)
C (0.39565, -3.94386, 3.03562)
N (0.41019, -2.58070, 3.02806)
O (-0.25700, -4.60622, 2.22917)
H (1.32403, -5.54206, 3.76098)
H (2.03323, -3.98364, 4.24626)
H (-0.11621, -2.16749, 2.27068)
H (0.72846, -2.11794, 3.85744)
N (-5.31175, -2.59918, 1.04369)
C (-4.08224, -2.32658, 0.53409)
N (-3.07312, -2.11858, 1.46905)
O (-3.84020, -2.33201, -0.67220)
H (-5.58880, -2.28811, 1.95548)
H (-5.99951, -2.90867, 0.38239)
H (-2.17875, -2.02324, 0.97907)
H (-3.18023, -2.79787, 2.20802)
N (-4.34331, 2.96029, -2.08682)
C (-3.78639, 3.34495, -0.90628)
N (-3.97961, 4.66048, -0.55777)
O (-3.17015, 2.59131, -0.16134)
H (-4.84221, 3.60130, -2.67145)
H (-4.22613, 2.00489, -2.37383)
H (-3.20759, 5.09670, -0.08412)
H (-4.56595, 5.20087, -1.16874)
N (-1.64665, 0.05492, -1.03072)
C (-0.60061, -0.31856, -0.18125)
N (0.35392, 0.62004, -0.05311)
O (-0.61046, -1.41199, 0.38449)
H (-1.86964, 1.03166, -0.87672)
H (-2.28409, -0.70154, -1.23474)
H (1.11611, 0.42736, 0.58780)
H (0.18008, 1.48375, -0.55464)
N (4.73498, -0.80557, 1.53201)
C (3.67683, -0.14476, 2.03954)
N (3.83113, 0.39746, 3.28778)
O (2.56129, -0.09655, 1.50335)
H (5.62548, -0.61294, 1.95409)
H (4.72812, -1.23934, 0.61742)
H (3.00781, 0.93538, 3.50822)
H (4.72527, 0.62936, 3.67665)
N (3.10038, 2.53611, -0.92628)
C (3.31124, 3.88339, -0.76887)
N (3.16192, 4.61534, -1.93790)
O (3.48488, 4.43562, 0.30051)
H (3.46490, 2.06440, -1.73180)
H (2.98137, 2.05093, -0.05071)
H (3.09474, 4.11287, -2.80911)
H (3.74957, 5.42589, -2.06072)

The energy above the lowest of the compared OMol25 structures with the same formula, charge and spin comes out at 91.8 kJ/mol. The calculation puts the calculated total energy at -61306.8170 eV. Its HOMO energy is -0.31589 Ha. The value obtained for the maximum force is 2.53 eV Å⁻¹. The total charge is 0.



3.
Below is 10 unconnected molecules or ions with the total composition C10H40N20O10 at a distorted geometry, with properties calculated with ωB97M-V/def2-TZVPD.

Cartesian coordinates (Å):
N (-4.88270, 8.91281, 1.44681)
C (-4.64884, 7.74759, 1.98577)
N (-5.14872, 7.61122, 3.14981)
O (-3.87084, 6.94344, 1.53364)
H (-4.48487, 9.23386, 0.57575)
H (-5.48783, 9.45984, 2.04237)
H (-5.69395, 8.29262, 3.65826)
H (-4.99106, 6.69792, 3.55120)
N (4.39364, 3.65748, 6.37414)
C (4.12880, 3.58598, 7.59593)
N (5.01887, 2.85689, 8.16703)
O (3.24429, 4.22246, 8.11756)
H (5.03835, 3.09367, 5.83883)
H (3.77433, 4.17796, 5.76946)
H (5.04008, 2.76385, 9.17253)
H (5.54131, 2.21680, 7.58614)
N (-0.02589, 0.91937, 0.13168)
C (1.04900, 0.35859, 0.71300)
N (1.54171, -0.64088, 0.07195)
O (1.47984, 0.76307, 1.80423)
H (-0.48577, 0.46440, -0.64396)
H (-0.38370, 1.65574, 0.72315)
H (1.12698, -0.71113, -0.84629)
H (2.41736, -1.08449, 0.30976)
N (4.75387, -2.18448, 4.61351)
C (3.97297, -2.45127, 5.70247)
N (3.04181, -1.63387, 5.82415)
O (4.19713, -3.38135, 6.46225)
H (4.40463, -1.67461, 3.81466)
H (5.44079, -2.91024, 4.46680)
H (2.68838, -0.93963, 5.18132)
H (2.68442, -1.61025, 6.76850)
N (3.63181, -7.19442, 3.15997)
C (3.97283, -6.97073, 1.89735)
N (3.97656, -8.00242, 1.14448)
O (4.23689, -5.80511, 1.47559)
H (3.87231, -6.53712, 3.88813)
H (3.38242, -8.10503, 3.51871)
H (3.72645, -8.89844, 1.53779)
H (4.11778, -7.94202, 0.14622)
N (2.39971, -1.06756, -6.46567)
C (2.29180, 0.11791, -6.00470)
N (1.42348, 0.85380, -6.57866)
O (2.95206, 0.62409, -5.07276)
H (1.76068, -1.32407, -7.20457)
H (2.92368, -1.74557, -5.93103)
H (1.36676, 1.82619, -6.31157)
H (0.94556, 0.52632, -7.40598)
N (1.02293, -8.65527, -3.56608)
C (0.40713, -7.61689, -3.00261)
N (0.84654, -6.45355, -3.49515)
O (-0.56027, -7.74225, -2.29301)
H (1.76442, -8.52074, -4.23853)
H (0.62632, -9.58341, -3.52916)
H (0.34466, -5.63116, -3.19202)
H (1.78764, -6.33199, -3.84104)
N (-1.72731, 7.09075, -3.93977)
C (-0.72448, 6.31160, -3.79555)
N (-1.04194, 5.04949, -3.80429)
O (0.44560, 6.76818, -3.69507)
H (-1.41861, 8.04984, -3.86946)
H (-2.60563, 6.72629, -4.28015)
H (-0.30182, 4.36629, -3.72970)
H (-1.95986, 4.63589, -3.72378)
N (-3.78098, -2.74650, -4.97400)
C (-3.46210, -2.72648, -3.76902)
N (-4.53365, -3.09957, -3.10879)
O (-2.36962, -2.43970, -3.38059)
H (-2.97290, -2.61111, -5.56457)
H (-4.68657, -3.06716, -5.28576)
H (-5.39588, -3.37816, -3.55493)
H (-4.48620, -3.10928, -2.09995)
N (-5.87832, 1.62336, 1.21658)
C (-6.31468, 2.09649, 0.08435)
N (-5.39065, 2.69229, -0.55058)
O (-7.36809, 1.82116, -0.40832)
H (-6.54508, 1.11602, 1.78060)
H (-5.13261, 2.13841, 1.66238)
H (-4.90636, 3.40577, -0.02475)
H (-5.53717, 3.05217, -1.48284)

The energy above the lowest of the compared OMol25 structures with the same formula, charge and spin comes out at 805.0 kJ/mol. The calculation puts the calculated total energy at -61299.4254 eV. Its HOMO energy is -0.34607 Ha. The value obtained for the maximum force is 9.48 eV Å⁻¹. The total charge is 0.



4.
Below is 10 unconnected molecules or ions with the total composition C10H40O10 at a distorted geometry, with properties calculated with ωB97M-V/def2-TZVPD.

Cartesian coordinates (Å):
C (11.08634, 17.18054, -3.61936)
O (12.34012, 16.53017, -3.54481)
H (10.99005, 17.79509, -4.51443)
H (10.28035, 16.44699, -3.63950)
H (10.99629, 17.85102, -2.76470)
H (12.59608, 16.30860, -4.44314)
C (18.66693, 4.07279, -2.39342)
O (19.25116, 3.46650, -3.54553)
H (17.64979, 3.72854, -2.20629)
H (19.22439, 3.86161, -1.48087)
H (18.61278, 5.15740, -2.48714)
H (19.44456, 2.55231, -3.32540)
C (13.77775, 5.37353, -11.26971)
O (12.72494, 5.01307, -10.39123)
H (13.32377, 5.52052, -12.24971)
H (14.37647, 6.21677, -10.92537)
H (14.49413, 4.55318, -11.31348)
H (12.73263, 4.07376, -10.19311)
C (9.85629, 9.68234, -9.71718)
O (9.73613, 8.56218, -8.92630)
H (9.23398, 10.51805, -9.39711)
H (10.87843, 10.05751, -9.76822)
H (9.40317, 9.48129, -10.68793)
H (10.30019, 7.89177, -9.31871)
C (14.14634, 14.95945, -9.30960)
O (13.43749, 15.33908, -8.19206)
H (13.96479, 15.57509, -10.19059)
H (15.19815, 14.90111, -9.02965)
H (13.85678, 13.98557, -9.70431)
H (12.52643, 15.48659, -8.45627)
C (19.39529, 4.27363, -9.35780)
O (18.89077, 4.92745, -8.16267)
H (19.00170, 4.79486, -10.23044)
H (20.47750, 4.40302, -9.37139)
H (19.11163, 3.22143, -9.38093)
H (19.14496, 4.44503, -7.37257)
C (13.07913, 5.98141, -4.28743)
O (13.82788, 6.79697, -3.43890)
H (12.50226, 5.26856, -3.69824)
H (12.41937, 6.52339, -4.96499)
H (13.71858, 5.43624, -4.98169)
H (14.42097, 7.25975, -4.03530)
C (20.82358, 13.96761, -4.37827)
O (22.12246, 14.55273, -4.39134)
H (20.57700, 13.31906, -3.53762)
H (20.09360, 14.77418, -4.30999)
H (20.59745, 13.37776, -5.26655)
H (22.61365, 14.05194, -5.04673)
C (15.89377, 10.36741, -6.66290)
O (16.81788, 9.37985, -6.12576)
H (15.57197, 11.08324, -5.90650)
H (16.52845, 10.89743, -7.37308)
H (15.05567, 9.86889, -7.14990)
H (17.02454, 8.69706, -6.76817)
C (23.02722, 8.23075, -6.21461)
O (24.05354, 8.22578, -5.22703)
H (22.49092, 9.17452, -6.31347)
H (23.53070, 8.14575, -7.17762)
H (22.29905, 7.44866, -5.99969)
H (24.91271, 8.46134, -5.58471)

The energy above the lowest of the compared OMol25 structures with the same formula, charge and spin comes out at 546.3 kJ/mol. The calculation puts the calculated total energy at -31487.4862 eV. Its HOMO energy is -0.37092 Ha. The value obtained for the maximum force is 1.94 eV Å⁻¹. The total charge is 0.



5.
Below is a molecular structure, C10H4Cl3N2O8P2RuS2 at a distorted geometry, with properties calculated with ωB97M-V/def2-TZVPD.

Cartesian coordinates (Å):
Ru (-0.59334, 1.24338, 0.45754)
O (0.46530, -1.47850, 3.26207)
P (-0.53372, -1.51416, 2.00439)
O (-0.97061, -2.88045, 1.66298)
O (-1.43687, -0.31347, 2.06788)
O (1.01255, 0.30076, 1.12206)
P (1.52679, 0.29251, -1.54479)
O (2.95293, 0.70828, -0.92091)
O (1.67134, 0.11304, -3.00667)
O (0.54485, 1.42233, -1.14126)
H (1.21725, -2.05842, 3.09471)
H (3.61331, 0.47400, -1.58446)
Cl (0.61536, -5.42946, -3.18587)
C (0.74465, -3.94163, -2.27603)
C (-0.32575, -3.05622, -2.21233)
C (-0.18143, -1.90249, -1.50583)
Cl (-1.57169, -0.83185, -1.35209)
C (1.01878, -1.41865, -0.87694)
O (0.53290, -0.99497, 0.77146)
C (1.98889, -2.46534, -0.86869)
Cl (3.40762, -2.24239, 0.14002)
C (1.88729, -3.64952, -1.55536)
H (-1.26933, -3.27816, -2.68888)
H (2.70710, -4.35211, -1.50343)
S (-0.23559, 3.23390, 1.57683)
C (-1.84060, 3.69449, 1.11033)
S (-2.55143, 2.49577, 0.05589)
C (-2.48731, 4.84965, 1.52687)
C (-1.85615, 5.78933, 2.38963)
N (-1.36373, 6.56531, 3.08926)
C (-3.80942, 5.16676, 1.10614)
N (-4.87995, 5.45826, 0.78549)

The energy above the lowest of the compared OMol25 structures with the same formula, charge and spin comes out at 571.6 kJ/mol. The calculation puts the calculated total energy at -110197.0888 eV. Its HOMO energy (spin up / spin down) is -0.09558 / -0.09502 Ha. The value obtained for the maximum force is 2.85 eV Å⁻¹. The total charge is -2. Its multiplicity is 2.